ORCA calculation (ωB97M-V/def2-TZVPD) on a 10-piece molecular cluster, C36H96F12N7O11P overall.

The charge is +4. The calculation puts the electronic energy at -113711.8997 eV. As for the HOMO energy: -15.76 eV.

```
163
C36H96F12N7O11P ωB97M-V/def2-TZVPD
C -1.7463 35.9433 13.9130
C -1.9559 34.8451 12.9072
C -3.1982 34.0532 13.0444
O -3.1346 33.0768 12.0134
C -4.2998 32.3963 11.8304
N -2.0946 35.4550 11.5266
H -2.5464 34.7542 10.9133
H -2.7413 36.2345 11.6059
H -1.1709 35.7648 11.2092
H -1.7372 35.5989 14.9095
H -2.5366 36.7163 13.9272
H -0.7983 36.4460 13.7929
H -1.1187 34.2548 12.6593
H -4.0565 34.6789 12.8576
H -3.2007 33.5930 14.0297
H -4.0835 31.7149 11.0192
H -5.0263 33.1046 11.4023
H -4.7226 31.8690 12.7019
C 2.3890 24.2026 15.4285
C 1.2303 24.4223 16.3540
C 1.5033 25.7575 16.9864
O 2.6051 25.5762 17.8417
C 3.5692 26.6043 18.0169
N -0.0972 24.4983 15.6786
H -0.6848 25.1996 16.1206
H -0.0088 24.8096 14.7265
H -1.0934 23.2248 15.7054
H 3.3078 24.2950 15.9784
H 2.3890 24.9537 14.5754
H 2.3806 23.1535 15.0622
H 1.1301 23.6632 17.1256
H 0.6784 26.1636 17.5546
H 1.7697 26.4635 16.2090
H 3.1102 27.6107 18.1843
H 4.1997 26.6173 17.0919
H 4.3053 26.3927 18.8173
C -3.3493 25.7527 19.3494
C -4.3983 24.6608 19.4502
C -5.4478 24.8286 20.5648
O -6.3946 23.8375 20.4486
C -7.4929 24.2169 21.1812
N -5.1641 24.6202 18.1581
H -5.5162 25.5373 17.9569
H -4.5888 24.3510 17.3542
H -5.9758 24.0069 18.3103
H -3.9009 26.6856 19.4335
H -2.8099 25.8181 18.3829
H -2.7466 25.7784 20.2575
H -3.9805 23.6942 19.5753
H -5.9615 25.7735 20.5090
H -5.0236 24.8573 21.5651
H -7.8428 25.2373 21.0463
H -7.3173 24.0630 22.2670
H -8.3129 23.5405 21.0251
C 0.3715 23.2503 9.5311
C -0.1060 23.8942 10.7952
C -1.5546 24.3890 10.6197
O -2.0172 25.1132 11.7845
C -2.8657 26.2219 11.2740
N -0.0363 23.0029 11.9626
H 0.8671 23.0388 12.4099
H -0.7292 23.3121 12.6597
H -1.0717 21.4869 11.5905
H -0.4055 22.7003 9.0247
H 1.1950 22.6293 9.8203
H 0.7478 23.9759 8.7712
H 0.5322 24.7499 11.1019
H -2.1072 23.4738 10.4405
H -1.6724 24.9124 9.6226
H -3.8673 25.8440 10.9751
H -2.4167 26.7450 10.4242
H -3.0375 26.9667 12.0852
C -10.0690 24.2563 13.7239
C -9.8086 24.7458 12.2890
C -9.9298 23.6132 11.2620
O -11.2639 23.1426 11.1972
C -11.3903 22.1144 10.1901
N -10.6830 25.9123 11.9485
H -10.2847 26.3589 11.1467
H -11.6786 25.6367 11.7905
H -10.6806 26.5222 12.7584
H -10.1305 25.1492 14.3198
H -9.2064 23.6235 14.0487
H -10.9339 23.5699 13.8041
H -8.8600 25.2522 12.2321
H -9.1756 22.8130 11.4188
H -9.7178 24.1108 10.3020
H -10.9146 22.3905 9.2036
H -12.4277 21.9780 9.8977
H -11.0422 21.1220 10.6099
C 1.9155 19.4814 14.8981
C 0.7327 19.4964 13.9014
C 0.2847 18.1101 13.5384
O -0.9256 18.1380 12.8400
C -1.3649 16.7918 12.7103
N -0.4718 20.1758 14.5227
H -0.3519 21.1569 14.7477
H -1.1681 20.2386 13.8075
H -0.8426 19.7252 15.3451
H 2.3590 20.4341 15.0780
H 2.5876 18.7733 14.5196
H 1.6129 19.1068 15.8863
H 0.9102 20.1882 13.0725
H 0.2634 17.5669 14.5158
H 1.1626 17.7183 13.0079
H -0.9420 16.3057 11.8736
H -2.4260 16.8374 12.6428
H -1.1801 16.2659 13.6364
C -8.0457 15.2621 18.6022
C -6.8340 14.3531 18.4074
C -5.5624 14.8128 19.0884
O -4.6694 13.7693 18.8672
C -3.3388 14.1767 18.4120
N -7.1550 12.9941 18.8525
H -7.6297 12.4219 18.1474
H -6.2746 12.4837 18.9862
H -7.6460 12.9600 19.7239
H -8.2837 15.3009 19.6643
H -8.9220 14.9404 18.0110
H -7.7161 16.2331 18.2776
H -6.6627 14.2651 17.3207
H -5.6789 15.0225 20.1282
H -5.2193 15.6995 18.5695
H -3.0222 15.1114 18.9804
H -3.3935 14.3528 17.3068
H -2.7673 13.2665 18.5553
P -7.3063 27.3843 13.2810
F -5.8696 27.7227 12.6672
F -7.7553 28.9714 13.2688
F -7.8870 27.1546 11.7853
F -8.7939 26.9560 13.8046
F -6.8150 25.8017 13.3637
F -6.8284 27.5716 14.7807
C -3.0270 23.0884 15.1579
O -3.4272 24.2620 15.8219
O -1.9145 22.5819 15.6684
C -4.1133 22.0036 15.3381
F -4.5413 22.1030 16.6377
F -5.1309 22.4193 14.5319
F -3.7014 20.7152 15.1558
C -4.1075 25.2163 15.0630
C -3.6331 26.5809 15.4639
H -4.4045 27.3122 15.0915
H -3.4950 26.7316 16.5689
H -2.7123 26.7105 14.9349
H -5.1460 25.1709 15.3472
H -3.9846 25.1133 13.9531
H -3.1378 23.2740 14.1241
C -2.7574 20.3133 11.2532
O -2.5164 20.5369 9.9084
O -1.7498 20.9463 12.0631
C -4.1129 21.0200 11.5509
F -4.4760 20.6161 12.8018
F -3.8738 22.4022 11.5985
F -5.0368 20.7272 10.6423
C -1.5145 19.7421 9.2970
C -1.9387 19.5173 7.9039
H -2.1992 20.4621 7.4184
H -1.1093 19.1083 7.3741
H -2.7572 18.8301 7.8492
H -1.4639 18.8062 9.9073
H -0.6103 20.3284 9.2766
H -2.8101 19.3087 11.5852
```